# 1
Density functional theory data (ωB97M-V/def2-TZVPD) for a structure of composition C40H33BrIrN3O5PS2 at a distorted geometry.

The calculation puts the energy at -5900.44644 Ha. The LUMO energy (spin up / spin down) is -0.42 / -1.43 eV. The HOMO-LUMO gap (spin up / spin down) is 0.1945 / 0.2234 hartree. As for the largest force on an atom: 1.1 eV/A. As for the net charge: 0. For the highest occupied orbital energy (spin up / spin down), the calculation gives -5.71 / -7.51 eV. Its expectation value of S² is 8.783. As for the spin multiplicity: 6.

CARTESIAN COORDINATES (ANGSTROEM)
Ir  0.237  0.836  1.199
Br  0.016  0.647  4.133
C  -1.870  0.447  4.059
C  -2.505  0.265  5.250
C  -3.911  0.139  5.272
C  -4.611  0.211  4.107
C  -3.954  0.400  2.864
C  -4.709  0.482  1.670
C  -4.079  0.664  0.477
C  -2.670  0.767  0.416
C  -1.882  0.693  1.540
C  -2.533  0.512  2.802
H  -1.935  0.228  6.169
H  -4.419  -0.006  6.217
H  -5.693  0.128  4.110
H  -5.790  0.402  1.728
H  -4.656  0.736  -0.438
H  -2.207  0.918  -0.552
O  2.931  1.344  1.874
C  2.225  0.288  1.684
C  2.866  -0.995  1.601
C  4.208  -1.205  1.951
C  4.704  -2.490  2.001
C  3.876  -3.579  1.711
C  2.552  -3.375  1.367
C  2.043  -2.079  1.286
P  0.328  -1.683  0.868
C  -0.599  -3.039  1.674
C  -0.747  -2.929  3.058
C  -1.356  -3.937  3.788
C  -1.830  -5.069  3.138
C  -1.697  -5.183  1.760
C  -1.088  -4.171  1.025
C  0.131  -2.016  -0.909
C  1.161  -2.503  -1.708
C  0.923  -2.813  -3.042
C  -0.345  -2.643  -3.580
C  -1.373  -2.142  -2.789
C  -1.136  -1.821  -1.460
H  4.829  -0.352  2.193
H  5.739  -2.657  2.273
H  4.271  -4.586  1.759
H  1.913  -4.223  1.146
H  -0.381  -2.041  3.567
H  -1.464  -3.837  4.861
H  -2.304  -5.861  3.705
H  -2.068  -6.063  1.249
H  -0.992  -4.278  -0.049
H  2.152  -2.632  -1.290
H  1.729  -3.186  -3.660
H  -0.529  -2.889  -4.619
H  -2.362  -2.000  -3.207
H  -1.937  -1.423  -0.845
O  3.537  3.469  3.499
S  2.105  3.465  3.086
N  1.910  2.387  1.804
S  -0.767  3.595  1.299
C  -0.114  4.062  -0.208
N  1.195  3.989  -0.459
C  1.813  4.272  -1.754
C  0.940  5.227  -2.547
C  -0.488  4.713  -2.546
N  -0.923  4.545  -1.164
H  1.716  3.452  0.224
H  1.964  3.346  -2.314
H  2.793  4.708  -1.569
H  1.310  5.298  -3.569
H  0.969  6.222  -2.100
H  -0.549  3.757  -3.076
H  -1.160  5.418  -3.031
H  -1.904  4.445  -0.961
O  -1.205  1.083  -3.472
C  0.082  0.971  -3.908
C  0.343  0.876  -5.275
C  1.641  0.770  -5.743
C  2.705  0.760  -4.849
C  2.441  0.844  -3.492
C  1.142  0.953  -2.995
C  0.977  0.983  -1.502
O  1.962  0.679  -0.790
O  -0.149  1.280  -1.006
H  -1.786  0.957  -4.229
H  -0.490  0.883  -5.973
H  1.819  0.692  -6.809
H  3.724  0.683  -5.205
H  3.243  0.818  -2.766

# 2
Density functional theory data (ωB97M-V/def2-TZVPD) for a structure of composition C40H33CrFNO2 at a distorted geometry.

The calculation puts the energy at -2893.72942 Ha. The LUMO energy (spin up / spin down) is 2.67 / 2.67 eV. The HOMO-LUMO gap (spin up / spin down) is 0.1796 / 0.2334 hartree. As for the largest force on an atom: 1.3 eV/A. As for the net charge: -1. For the highest occupied orbital energy (spin up / spin down), the calculation gives -2.22 / -3.68 eV. Its expectation value of S² is 6.037. As for the spin multiplicity: 5.

CARTESIAN COORDINATES (ANGSTROEM)
Cr  -0.020  -0.182  0.935
O  1.704  0.501  0.443
C  2.125  1.711  -0.038
C  1.081  2.826  0.342
C  -0.241  2.576  -0.317
C  -0.589  3.226  -1.487
C  -1.794  2.932  -2.106
C  -2.622  1.995  -1.508
C  -2.232  1.389  -0.325
C  -3.122  0.401  0.375
C  -2.723  -1.086  0.064
O  -1.459  -1.332  0.547
C  -3.667  -2.051  0.801
C  -3.886  -1.865  2.166
C  -4.601  -2.787  2.911
C  -5.112  -3.930  2.309
C  -4.895  -4.132  0.955
C  -4.179  -3.206  0.211
C  -2.806  -1.276  -1.458
C  -3.994  -1.054  -2.153
C  -4.045  -1.186  -3.532
C  -2.908  -1.549  -4.241
C  -1.727  -1.795  -3.556
C  -1.682  -1.661  -2.174
N  -1.044  1.657  0.268
C  2.272  1.726  -1.572
C  3.016  2.715  -2.213
C  3.071  2.773  -3.598
C  2.390  1.836  -4.363
C  1.658  0.841  -3.733
C  1.603  0.789  -2.347
C  3.483  1.987  0.619
C  3.685  2.935  1.613
C  4.908  3.028  2.269
C  5.946  2.173  1.943
C  5.755  1.222  0.946
C  4.538  1.133  0.295
H  0.953  2.772  1.424
H  1.466  3.806  0.051
H  0.087  3.955  -1.918
H  -2.084  3.425  -3.025
H  -3.576  1.742  -1.951
H  -3.011  0.543  1.450
H  -4.164  0.570  0.098
H  -3.464  -0.997  2.657
H  -4.752  -2.622  3.971
H  -5.663  -4.659  2.891
H  -5.281  -5.023  0.472
H  -4.007  -3.389  -0.841
H  -4.893  -0.785  -1.609
H  -4.977  -1.009  -4.055
H  -2.946  -1.644  -5.320
H  -0.840  -2.099  -4.099
H  -0.771  -1.870  -1.628
H  3.552  3.447  -1.619
H  3.654  3.549  -4.082
H  2.432  1.885  -5.445
H  1.121  0.108  -4.323
H  1.032  0.015  -1.850
H  2.886  3.612  1.889
H  5.043  3.774  3.044
H  6.894  2.239  2.462
H  6.557  0.543  0.681
H  4.381  0.380  -0.468
F  3.629  -4.326  2.710
C  2.769  -3.262  2.808
C  3.284  -1.987  2.939
C  2.414  -0.918  3.041
C  1.011  -1.087  2.978
C  0.091  0.040  3.034
C  0.541  -2.419  2.887
C  1.408  -3.495  2.796
H  4.357  -1.842  2.961
H  2.808  0.086  3.142
H  0.525  0.950  3.449
H  -0.862  -0.191  3.513
H  -0.529  -2.589  2.868
H  1.039  -4.510  2.719